Entry 1:
{"formula": "C3H3NO2", "method": "the ωB97M-V functional and the def2-TZVPD basis", "e_lumo_ev": -0.440, "orbital_gap_ev": 9.5, "mol_weight_g_mol": 85.06, "e_tot_ha": -321.2335, "charge": 0, "e_homo_ev": -9.891, "symbols": ["C", "C", "C", "N", "O", "O", "H", "H", "H"], "positions_angstrom": [[0.401, -0.745, 0.161], [-2.261, -0.101, 0.072], [1.484, 0.024, -0.081], [-1.253, 0.505, 0.321], [-3.312, -0.487, -0.175], [1.651, 1.374, -0.175], [2.298, -0.692, -0.371], [0.132, -1.771, 0.267], [0.861, 1.893, -0.019]]}

***

Entry 2:
{"formula": "C17H20BClN4O3PdS2SbSe4", "method": "the ωB97M-V functional and the def2-TZVPD basis", "e_lumo_ev": 1.244, "orbital_gap_ev": 6.4, "mol_weight_g_mol": 982.79, "e_tot_ha": -12360.0998, "charge": -1, "e_homo_ev": -5.183, "symbols": ["Pd", "Se", "Sb", "Se", "Se", "Se", "C", "N", "C", "C", "N", "B", "N", "C", "C", "N", "C", "C", "S", "C", "S", "H", "H", "H", "H", "H", "H", "H", "H", "H", "H", "H", "H", "C", "C", "C", "C", "Cl", "C", "C", "C", "O", "C", "C", "O", "O", "H", "H", "H", "H", "H", "H", "H", "H"], "positions_angstrom": [[-1.094, -0.832, -0.488], [-6.717, -1.390, -2.585], [-4.436, -0.834, -2.426], [-1.075, -0.660, 1.888], [-3.539, -1.303, -0.197], [-3.172, 0.330, -4.016], [-2.061, -4.358, -1.567], [-0.691, -4.157, -1.143], [-0.027, -4.983, -0.265], [1.198, -4.447, -0.093], [1.289, -3.299, -0.845], [2.616, -2.489, -0.893], [2.676, -1.262, 0.138], [3.516, -0.227, -0.172], [3.376, 0.744, 0.761], [2.447, 0.290, 1.660], [1.854, 1.081, 2.721], [2.019, -0.916, 1.247], [0.817, -1.852, 2.107], [0.108, -3.110, -1.477], [-0.400, -1.854, -2.552], [-2.212, -5.414, -1.786], [-2.232, -3.765, -2.462], [-2.753, -4.031, -0.792], [-0.482, -5.871, 0.135], [2.031, -4.786, 0.495], [3.499, -3.255, -0.578], [2.776, -2.005, -1.977], [4.102, -0.242, -1.071], [3.816, 1.721, 0.842], [2.551, 1.870, 2.994], [1.657, 0.446, 3.582], [0.915, 1.516, 2.378], [-2.990, 2.470, 1.148], [-1.619, 3.078, 1.183], [-1.154, 3.759, 2.296], [0.119, 4.313, 2.303], [0.687, 5.146, 3.733], [0.942, 4.205, 1.203], [0.496, 3.514, 0.082], [-0.773, 2.944, 0.072], [-1.282, 2.250, -0.969], [-0.389, 1.938, -2.030], [0.818, 1.098, -1.581], [1.867, 1.240, -2.193], [0.634, 0.345, -0.554], [-3.580, 2.795, 2.004], [-2.929, 1.380, 1.156], [-3.511, 2.740, 0.229], [-1.788, 3.859, 3.167], [1.930, 4.647, 1.215], [1.157, 3.412, -0.768], [-0.026, 2.848, -2.513], [-0.981, 1.365, -2.747]]}

***

Entry 3:
{"formula": "C25H27N2O5S5SbSn", "method": "the ωB97M-V functional and the def2-TZVPD basis", "e_lumo_ev": 3.980, "orbital_gap_ev": 5.1, "mol_weight_g_mol": 836.31, "e_tot_ha": -3900.1289, "charge": -2, "e_homo_ev": -1.160, "symbols": ["Sn", "S", "Sb", "S", "S", "O", "S", "C", "C", "C", "C", "S", "O", "C", "C", "C", "C", "C", "C", "C", "C", "C", "C", "C", "C", "H", "H", "H", "H", "H", "H", "H", "H", "H", "H", "H", "H", "H", "H", "H", "H", "H", "H", "O", "C", "C", "C", "C", "O", "N", "H", "H", "H", "H", "O", "N", "C", "C", "C", "C", "C", "H", "H", "H", "H", "H"], "positions_angstrom": [[0.111, 0.612, 1.042], [1.033, -3.163, -2.587], [2.215, -2.610, -0.688], [1.887, -0.150, -0.461], [0.609, -3.559, 0.958], [-3.432, 2.662, -1.298], [-3.998, 1.821, -2.383], [-4.390, 0.209, -1.647], [-5.293, 0.364, -0.419], [-4.577, -0.066, 0.866], [-4.271, -1.569, 0.843], [-2.479, -1.979, 0.982], [-1.832, -1.232, -0.135], [-2.682, -3.659, 0.379], [-2.134, -3.971, -0.852], [-2.234, -5.275, -1.316], [-2.874, -6.244, -0.556], [-3.410, -5.917, 0.685], [-3.305, -4.620, 1.162], [-2.655, 1.157, -3.364], [-1.370, 1.214, -2.854], [-0.355, 0.532, -3.513], [-0.632, -0.162, -4.682], [-1.915, -0.160, -5.216], [-2.939, 0.501, -4.555], [-3.437, -0.251, -1.370], [-4.836, -0.368, -2.460], [-6.199, -0.239, -0.534], [-5.618, 1.404, -0.325], [-5.214, 0.158, 1.724], [-3.664, 0.524, 0.985], [-4.622, -2.028, -0.083], [-4.741, -2.094, 1.679], [-1.585, -3.210, -1.396], [-1.779, -5.537, -2.263], [-2.930, -7.265, -0.916], [-3.888, -6.678, 1.289], [-3.686, -4.362, 2.144], [-1.169, 1.784, -1.954], [0.636, 0.517, -3.080], [0.157, -0.721, -5.169], [-2.122, -0.691, -6.138], [-3.951, 0.493, -4.947], [0.677, 4.349, -1.831], [1.112, 4.177, -0.708], [1.995, 5.217, 0.010], [2.079, 4.683, 1.431], [1.494, 3.281, 1.279], [1.535, 2.429, 2.185], [0.929, 3.079, 0.088], [1.560, 6.211, -0.093], [2.967, 5.221, -0.487], [1.452, 5.239, 2.132], [3.083, 4.627, 1.851], [0.466, -0.790, 2.672], [1.538, -1.631, 2.770], [1.231, -3.019, 2.691], [2.388, -3.833, 3.145], [3.641, -3.335, 3.127], [3.882, -1.956, 2.833], [2.786, -1.151, 2.693], [0.314, -3.200, 3.254], [2.193, -4.874, 3.369], [4.476, -3.984, 3.369], [4.874, -1.537, 2.783], [2.846, -0.081, 2.552]]}

***

Entry 4:
{"formula": "CH4O", "method": "the ωB97M-V functional and the def2-TZVPD basis", "e_lumo_ev": 1.083, "smiles": "CO", "orbital_gap_ev": 11.6, "mol_weight_g_mol": 32.04, "e_tot_ha": -115.7022, "charge": 0, "e_homo_ev": -10.478, "symbols": ["C", "O", "H", "H", "H", "H"], "positions_angstrom": [[0.294, -0.229, 0.154], [-0.388, 0.769, -0.669], [1.302, 0.008, -0.069], [-0.063, -0.222, 1.249], [0.113, -1.174, -0.208], [-1.258, 0.847, -0.457]]}

***

Entry 5:
{"formula": "C16H21GeN3OOsS2", "method": "the ωB97M-V functional and the def2-TZVPD basis", "e_lumo_ev": -0.586, "orbital_gap_ev": 6.9, "mol_weight_g_mol": 598.34, "e_tot_ha": -3825.7255, "charge": 0, "e_homo_ev": -7.444, "symbols": ["Os", "S", "C", "C", "N", "C", "S", "C", "N", "O", "C", "C", "C", "C", "C", "C", "C", "C", "N", "H", "H", "H", "H", "H", "H", "H", "H", "H", "H", "H", "C", "Ge", "C", "C", "C", "H", "H", "H", "H", "H", "H", "H", "H", "H", "H"], "positions_angstrom": [[-0.810, -0.200, 0.078], [-2.566, 1.022, 0.899], [-3.743, -0.172, 1.345], [-4.987, 0.318, 1.861], [-5.979, 0.719, 2.282], [-3.488, -1.508, 1.248], [-1.934, -2.045, 0.601], [-4.419, -2.514, 1.637], [-5.161, -3.344, 1.924], [0.870, -1.478, -0.719], [1.713, -0.923, -1.743], [1.045, -1.167, -3.080], [-0.418, -0.706, -3.104], [-0.544, 0.764, -2.819], [-0.538, 1.683, -3.860], [-0.630, 3.035, -3.594], [-0.732, 3.445, -2.274], [-0.739, 2.488, -1.283], [-0.644, 1.171, -1.539], [1.413, -1.762, 0.027], [2.685, -1.418, -1.709], [1.855, 0.143, -1.544], [1.085, -2.231, -3.319], [1.612, -0.635, -3.849], [-1.013, -1.285, -2.393], [-0.833, -0.906, -4.092], [-0.465, 1.318, -4.876], [-0.627, 3.757, -4.400], [-0.813, 4.488, -2.005], [-0.820, 2.759, -0.242], [0.986, -0.465, 4.208], [1.747, -0.253, 2.423], [2.382, -2.034, 1.859], [3.281, 0.964, 2.466], [0.340, 0.561, 1.328], [1.747, -0.799, 4.914], [0.181, -1.200, 4.182], [0.571, 0.479, 4.563], [2.925, -2.475, 2.696], [3.082, -2.000, 1.019], [1.557, -2.718, 1.637], [4.010, 0.638, 3.210], [2.960, 1.974, 2.723], [3.774, 0.999, 1.494], [0.081, 1.514, 1.819]]}

***

Entry 6:
{"formula": "C18H20F3N2OReS", "method": "the ωB97M-V functional and the def2-TZVPD basis", "spin_multiplicity": 2, "s2": 0.861, "e_lumo_ev": [-11.910, -11.507], "orbital_gap_ev": [6.5, 6.9], "mol_weight_g_mol": 555.64, "e_tot_ha": -1657.5867, "charge": 3, "e_homo_ev": [-18.375, -18.386], "symbols": ["Re", "N", "C", "C", "N", "H", "H", "H", "H", "H", "H", "H", "H", "F", "C", "F", "F", "C", "C", "C", "C", "C", "C", "C", "C", "H", "H", "H", "H", "C", "S", "O", "C", "C", "C", "C", "C", "C", "H", "H", "H", "H", "H", "H", "H", "H"], "positions_angstrom": [[-1.033, 0.361, -0.090], [-2.172, 1.582, -1.381], [-2.968, 0.772, -2.374], [-3.334, -0.542, -1.717], [-2.067, -1.146, -1.171], [-2.806, 2.180, -0.843], [-1.574, 2.239, -1.884], [-2.344, 0.614, -3.253], [-3.856, 1.321, -2.682], [-3.812, -1.226, -2.417], [-4.014, -0.388, -0.876], [-1.482, -1.454, -1.951], [-2.276, -1.997, -0.650], [7.942, 0.651, -2.601], [7.054, 1.386, -3.253], [7.363, 2.673, -3.117], [7.083, 1.068, -4.544], [5.641, 1.162, -2.717], [4.596, 1.861, -3.341], [3.317, 1.695, -2.892], [3.068, 0.813, -1.794], [4.149, 0.111, -1.179], [5.425, 0.292, -1.644], [1.797, 0.636, -1.335], [0.605, 0.477, -0.922], [4.816, 2.522, -4.169], [2.491, 2.219, -3.351], [3.947, -0.556, -0.353], [6.262, -0.227, -1.197], [-0.385, 0.717, 3.894], [-1.079, -0.075, 2.450], [-1.729, 1.132, 1.638], [-2.358, -1.117, 3.003], [-3.457, -0.602, 3.694], [-4.401, -1.496, 4.161], [-4.227, -2.866, 3.966], [-3.121, -3.362, 3.286], [-2.171, -2.484, 2.788], [-1.199, 1.252, 4.384], [0.411, 1.388, 3.577], [-0.004, -0.083, 4.529], [-3.577, 0.463, 3.853], [-5.270, -1.131, 4.691], [-4.964, -3.555, 4.358], [-2.995, -4.427, 3.153], [-1.292, -2.855, 2.272]]}

***

- What is the charge in the fifth record?
  0

***

- Number 3 is which compound?
  C25H27N2O5S5SbSn